[1]
Entry from OMol25: the ion C6H10N with charge +1 (wB97M-V/def2-TZVPD).

Last columns: bonded neighbours and bond lengths (Å).
Positions of all 17 atoms, in Å:
1 C 1.29697 -0.05421 -0.04894  C2 1.577, C5 1.472, N7 1.362
2 C 0.00947 0.85634 -0.03468  C1 1.577, C4 1.379, H8 1.121, H9 1.165
3 C -0.51084 -1.38095 0.05294  C4 1.439, N7 1.474, H10 1.100, H11 1.088
4 C -1.02765 -0.03934 0.12132  C2 1.379, C3 1.439, C6 1.435
5 C 2.71569 0.33757 -0.08715  C1 1.472, H12 1.165, H13 1.028, H14 1.092
6 C -2.43962 0.20584 0.19730  C4 1.435, H15 1.089, H16 1.054, H17 1.142
7 N 0.96191 -1.37346 -0.00093  C1 1.362, C3 1.474
8 H 0.07016 1.70912 0.69002  C2 1.121
9 H 0.09073 1.46150 -1.02672  C2 1.165
10 H -0.93168 -2.00865 0.85244  C3 1.100
11 H -0.81383 -1.91858 -0.84357  C3 1.088
12 H 3.07676 0.88453 -1.04991  C5 1.165
13 H 3.16041 -0.58923 -0.11079  C5 1.028
14 H 3.02443 1.10936 0.62134  C5 1.092
15 H -2.98085 0.17012 -0.74725  C6 1.089
16 H -2.68700 1.16316 0.56334  C6 1.054
17 H -3.01506 -0.53315 0.85125  C6 1.142

Total charge ... +1
Relative energy (zero: lowest compared OMol25 entry of this formula, charge and spin) ... 40.04 kcal per mole
Orbital gap ... 8.0 eV

=====

[2]
Entry from OMol25: a cluster of 2 separate species, C12H18PS in total (wB97M-V/def2-TZVPD).

Last columns: bonded neighbours and bond lengths (Å).
Positions of all 32 atoms, in Å:
1 C -2.63736 1.88649 -1.73043  C2 1.449, C3 1.354, H15 1.061
2 C -1.25657 1.48643 -1.54946  C1 1.449, C4 1.395, H16 1.018
3 C -3.15776 2.70778 -0.78762  C1 1.354, S14 1.746, H17 1.045
4 C -0.85652 1.93247 -0.28920  C2 1.395, P13 1.824, S14 1.759
5 C -0.10017 -2.85822 0.47301  C6 1.481, C7 1.326, H18 1.029
6 C 1.21665 -2.23687 0.74586  C5 1.481, C8 1.319, H19 1.163
7 C -1.09753 -2.14333 0.97522  C5 1.326, C9 1.547, H20 1.050
8 C 2.39776 -2.50765 0.22588  C6 1.319, C10 1.273
9 C -2.55782 -2.62508 0.80306  C7 1.547, H21 1.174, H22 1.210, H23 1.019
10 C 3.55238 -2.57990 -0.30556  C8 1.273, H24 1.110, H25 1.023
11 C 1.25071 3.19972 0.82960  P13 1.792, H27 1.137, H28 1.065, H29 1.107
12 C 2.02229 0.62812 -0.68065  P13 1.886, H30 1.091, H31 1.070, H32 1.108
13 P 0.77529 1.52300 0.41452  C4 1.824, C11 1.792, C12 1.886, H26 1.460
14 S -2.05984 2.89680 0.55716  C3 1.746, C4 1.759
15 H -3.25652 1.67909 -2.56632  C1 1.061
16 H -0.66621 1.12615 -2.29709  C2 1.018
17 H -4.19125 2.85287 -0.74363  C3 1.045
18 H -0.05695 -3.77113 0.00011  C5 1.029
19 H 1.25666 -1.37333 1.52402  C6 1.163
20 H -0.96252 -1.30153 1.58757  C7 1.050
21 H -2.62704 -3.66128 0.25570  C9 1.174
22 H -3.02089 -2.79640 1.90780  C9 1.210
23 H -3.13894 -1.95007 0.30841  C9 1.019
24 H 4.42117 -3.16467 0.06155  C10 1.110
25 H 3.69620 -2.11334 -1.20399  C10 1.023
26 H 0.57621 0.81293 1.67510  P13 1.460
27 H 1.10805 3.64406 1.86645  C11 1.137
28 H 0.60151 3.72296 0.16769  C11 1.065
29 H 2.25635 3.29937 0.37683  C11 1.107
30 H 1.83126 -0.44561 -0.66909  C12 1.091
31 H 2.93611 1.02509 -0.29054  C12 1.070
32 H 1.74530 1.10508 -1.64194  C12 1.108

Total charge ... +1
Relative energy (zero: lowest compared OMol25 entry of this formula, charge and spin) ... 16.06 kcal per mole
Orbital gap ... 8.0 eV

=====

[3]
Entry from OMol25: the molecule C8H16NOP (wB97M-V/def2-TZVPD).

Last columns: bonded neighbours and bond lengths (Å).
Positions of all 27 atoms, in Å:
1 C 1.03700 -0.22625 0.22889  N9 1.317, O10 1.293, P11 2.132
2 C -2.63361 0.07383 1.07070  C3 1.512, C4 1.533, H12 1.127, H13 1.044
3 C -1.54519 0.22649 2.10897  C2 1.512, C5 1.568, H14 1.081, H15 1.088
4 C -2.10913 -0.10023 -0.35906  C2 1.533, C6 1.547, H16 1.173, H17 1.063
5 C -0.43475 -0.87362 1.98628  C3 1.568, N9 1.430, H18 1.022, H19 1.167
6 C -1.12013 -1.28954 -0.33906  C4 1.547, N9 1.489, H20 1.057, H21 1.215
7 C 2.15683 1.41936 -2.60771  C8 1.489, H22 1.120, H23 1.013, H24 1.121
8 C 2.41599 0.20957 -1.77900  C7 1.489, O10 1.491, H25 1.140, H26 1.199
9 N -0.05479 -0.85778 0.60814  C1 1.317, C5 1.430, C6 1.489
10 O 1.17300 -0.18605 -1.05625  C1 1.293, C8 1.491
11 P 2.16840 0.56786 1.85230  C1 2.132, H27 1.400
12 H -3.17356 -0.88458 1.31366  C2 1.127
13 H -3.14736 0.97073 1.21994  C2 1.044
14 H -0.93925 1.11721 2.02059  C3 1.081
15 H -1.80852 0.28395 3.16357  C3 1.088
16 H -2.97425 -0.30747 -1.12356  C4 1.173
17 H -1.62171 0.80928 -0.61635  C4 1.063
18 H 0.34110 -0.78382 2.64606  C5 1.022
19 H -0.97066 -1.89307 2.17529  C5 1.167
20 H -1.59623 -2.20661 -0.11543  C6 1.057
21 H -0.52374 -1.31438 -1.39704  C6 1.215
22 H 1.05547 1.40894 -2.81017  C7 1.120
23 H 2.44161 2.28039 -2.15618  C7 1.013
24 H 2.79279 1.30202 -3.52326  C7 1.121
25 H 3.19289 0.51874 -1.00348  C8 1.140
26 H 2.72270 -0.78862 -2.36750  C8 1.199
27 H 3.15507 0.52367 0.85965  P11 1.400

Total charge ... 0
<S²> ... 2.01
Orbital gap (alpha / beta) ... 4.7 / 8.8 eV
Spin multiplicity ... 3

=====

[4]
Entry from OMol25: the molecule C3H6N2S (wB97M-V/def2-TZVPD).

Last columns: bonded neighbours and bond lengths (Å).
Positions of all 12 atoms, in Å:
1 C 1.83190 0.95875 0.14041  C2 1.479, H7 1.060, H8 1.167, H9 1.002
2 C 0.55056 0.25875 -0.09488  C1 1.479, N3 1.267, S6 1.810
3 N 0.33604 -0.98626 -0.18826  C2 1.267, C4 1.460
4 C -1.07813 -1.34751 -0.13857  N3 1.460, N5 1.453, H10 1.133, H11 1.071
5 N -1.84001 -0.17552 0.25886  C4 1.453, S6 1.736, H12 0.988
6 S -0.95978 1.25163 -0.19254  C2 1.810, N5 1.736
7 H 2.67090 0.31560 0.06396  C1 1.060
8 H 1.63759 1.46327 1.17504  C1 1.167
9 H 1.95918 1.76998 -0.43452  C1 1.002
10 H -1.28191 -1.57883 -1.22872  C4 1.133
11 H -1.08891 -1.95872 0.74028  C4 1.071
12 H -2.73742 0.02885 -0.10107  N5 0.988

Total charge ... 0
Relative energy (zero: lowest compared OMol25 entry of this formula, charge and spin) ... 48.60 kcal per mole
SMILES ... CC1=NCNS1
Orbital gap ... 8.6 eV

=====

Copy entry 1 word for word.
Entry from OMol25: the ion C6H10N with charge +1 (wB97M-V/def2-TZVPD).

Last columns: bonded neighbours and bond lengths (Å).
Positions of all 17 atoms, in Å:
1 C 1.29697 -0.05421 -0.04894  C2 1.577, C5 1.472, N7 1.362
2 C 0.00947 0.85634 -0.03468  C1 1.577, C4 1.379, H8 1.121, H9 1.165
3 C -0.51084 -1.38095 0.05294  C4 1.439, N7 1.474, H10 1.100, H11 1.088
4 C -1.02765 -0.03934 0.12132  C2 1.379, C3 1.439, C6 1.435
5 C 2.71569 0.33757 -0.08715  C1 1.472, H12 1.165, H13 1.028, H14 1.092
6 C -2.43962 0.20584 0.19730  C4 1.435, H15 1.089, H16 1.054, H17 1.142
7 N 0.96191 -1.37346 -0.00093  C1 1.362, C3 1.474
8 H 0.07016 1.70912 0.69002  C2 1.121
9 H 0.09073 1.46150 -1.02672  C2 1.165
10 H -0.93168 -2.00865 0.85244  C3 1.100
11 H -0.81383 -1.91858 -0.84357  C3 1.088
12 H 3.07676 0.88453 -1.04991  C5 1.165
13 H 3.16041 -0.58923 -0.11079  C5 1.028
14 H 3.02443 1.10936 0.62134  C5 1.092
15 H -2.98085 0.17012 -0.74725  C6 1.089
16 H -2.68700 1.16316 0.56334  C6 1.054
17 H -3.01506 -0.53315 0.85125  C6 1.142

Total charge ... +1
Relative energy (zero: lowest compared OMol25 entry of this formula, charge and spin) ... 40.04 kcal per mole
Orbital gap ... 8.0 eV